{
  "formula": "C4H12N2",
  "method": "ωB97M-V with the def2-TZVPD basis set",
  "e_above_lowest_kj_mol": 444.37,
  "homo_energy_ev": -8.05,
  "orbital_gap_ev": 8.5,
  "fmax_ev_per_a": 2.82,
  "lumo_ev": 0.41,
  "smiles": "C=CC.NCN",
  "elements": ["C", "C", "C", "H", "H", "H", "H", "H", "H", "N", "C", "N", "H", "H", "H", "H", "H", "H"],
  "positions_angstrom": [[-5.024, -1.543, 3.977], [-3.720, -1.522, 3.165], [-2.523, -1.970, 3.615], [-5.323, -2.560, 4.242], [-4.913, -0.837, 4.803], [-5.784, -1.048, 3.366], [-3.992, -0.865, 2.334], [-1.632, -1.453, 3.987], [-2.244, -3.000, 3.868], [2.673, 1.538, -3.760], [4.112, 1.159, -3.487], [4.904, 2.016, -4.347], [2.819, 2.547, -3.634], [2.077, 1.338, -2.961], [4.352, 1.456, -2.461], [4.003, 0.093, -3.720], [4.441, 2.470, -5.094], [5.775, 2.182, -3.893]]
}

---

{
  "formula": "C4H12N2",
  "method": "ωB97M-V with the def2-TZVPD basis set",
  "e_above_lowest_kj_mol": 570.92,
  "homo_energy_ev": -7.22,
  "orbital_gap_ev": 7.0,
  "fmax_ev_per_a": 5.21,
  "lumo_ev": -0.19,
  "smiles": "C=CC.NCN",
  "elements": ["C", "C", "C", "H", "H", "H", "H", "H", "H", "N", "C", "N", "H", "H", "H", "H", "H", "H"],
  "positions_angstrom": [[0.301, 1.913, -0.700], [0.813, 2.901, -1.839], [1.906, 2.580, -2.607], [0.270, 2.679, 0.221], [0.871, 1.023, -0.367], [-0.712, 1.510, -0.857], [0.072, 3.181, -2.522], [1.851, 1.869, -3.442], [2.890, 3.093, -2.459], [-0.503, -1.579, 0.548], [-1.406, -1.934, 1.676], [-0.873, -3.000, 2.550], [0.346, -2.206, 0.561], [-1.003, -1.874, -0.316], [-2.362, -2.193, 1.334], [-1.405, -1.076, 2.235], [0.140, -2.761, 2.709], [-1.002, -3.958, 2.046]]
}

---

{
  "formula": "C4H12N2",
  "method": "ωB97M-V with the def2-TZVPD basis set",
  "e_above_lowest_kj_mol": 222.42,
  "homo_energy_ev": -8.65,
  "orbital_gap_ev": 9.8,
  "fmax_ev_per_a": 5.61,
  "lumo_ev": 1.16,
  "smiles": "NCCCCN",
  "elements": ["C", "N", "C", "C", "C", "N", "H", "H", "H", "H", "H", "H", "H", "H", "H", "H", "H", "H"],
  "positions_angstrom": [[-0.164, 1.135, -1.695], [0.681, 2.209, -1.262], [-0.495, 0.209, -0.470], [0.773, -0.743, 0.212], [0.029, -1.809, 1.086], [-0.855, -1.207, 2.159], [0.335, 0.458, -2.405], [-0.905, 1.706, -2.263], [0.399, 2.783, -0.584], [1.318, 2.663, -1.942], [-1.179, -0.655, -0.736], [-1.086, 0.708, 0.310], [1.357, 0.004, 0.669], [1.329, -1.337, -0.585], [-0.625, -2.235, 0.361], [0.810, -2.501, 1.356], [-1.123, -0.211, 1.740], [-0.267, -1.141, 3.001]]
}

---

What did the first record say?
{
  "formula": "C4H12N2",
  "method": "ωB97M-V with the def2-TZVPD basis set",
  "e_above_lowest_kj_mol": 444.37,
  "homo_energy_ev": -8.05,
  "orbital_gap_ev": 8.5,
  "fmax_ev_per_a": 2.82,
  "lumo_ev": 0.41,
  "smiles": "C=CC.NCN",
  "elements": ["C", "C", "C", "H", "H", "H", "H", "H", "H", "N", "C", "N", "H", "H", "H", "H", "H", "H"],
  "positions_angstrom": [[-5.024, -1.543, 3.977], [-3.720, -1.522, 3.165], [-2.523, -1.970, 3.615], [-5.323, -2.560, 4.242], [-4.913, -0.837, 4.803], [-5.784, -1.048, 3.366], [-3.992, -0.865, 2.334], [-1.632, -1.453, 3.987], [-2.244, -3.000, 3.868], [2.673, 1.538, -3.760], [4.112, 1.159, -3.487], [4.904, 2.016, -4.347], [2.819, 2.547, -3.634], [2.077, 1.338, -2.961], [4.352, 1.456, -2.461], [4.003, 0.093, -3.720], [4.441, 2.470, -5.094], [5.775, 2.182, -3.893]]
}

---

Copy entry 1 word for word.
{
  "formula": "C4H12N2",
  "method": "ωB97M-V with the def2-TZVPD basis set",
  "e_above_lowest_kj_mol": 444.37,
  "homo_energy_ev": -8.05,
  "orbital_gap_ev": 8.5,
  "fmax_ev_per_a": 2.82,
  "lumo_ev": 0.41,
  "smiles": "C=CC.NCN",
  "elements": ["C", "C", "C", "H", "H", "H", "H", "H", "H", "N", "C", "N", "H", "H", "H", "H", "H", "H"],
  "positions_angstrom": [[-5.024, -1.543, 3.977], [-3.720, -1.522, 3.165], [-2.523, -1.970, 3.615], [-5.323, -2.560, 4.242], [-4.913, -0.837, 4.803], [-5.784, -1.048, 3.366], [-3.992, -0.865, 2.334], [-1.632, -1.453, 3.987], [-2.244, -3.000, 3.868], [2.673, 1.538, -3.760], [4.112, 1.159, -3.487], [4.904, 2.016, -4.347], [2.819, 2.547, -3.634], [2.077, 1.338, -2.961], [4.352, 1.456, -2.461], [4.003, 0.093, -3.720], [4.441, 2.470, -5.094], [5.775, 2.182, -3.893]]
}